The following is a quantum chemistry calculation of a 2-piece molecular cluster, C2H7S2 overall, from the OMol25 dataset.

The value obtained for the total energy is -23858.135 eV. The highest occupied orbital energy comes out at -0.0988 Ha. As for the net charge: -1. The calculation puts the energy above the lowest of the compared OMol25 structures with the same formula, charge and spin at 104.2 kJ/mol. As for the spin multiplicity: 1. For the LUMO energy, the calculation gives 3.275 eV.

Each line ends with the Mulliken charge.
Cartesian coordinates (Å):
S 2.19262 1.61823 -0.42026  -0.827
H 2.25950 0.47593 0.29592  -0.093
C -0.66218 0.49719 0.77356  -0.741
S -1.74732 -0.82063 0.22897  -0.147
C -0.50700 -1.91210 -0.42949  -0.710
H -0.20856 0.92639 -0.14165  0.245
H -1.27953 0.93846 1.55586  0.324
H 0.34452 0.32423 1.37452  0.185
H -0.21982 -1.55110 -1.44682  0.247
H -0.82568 -2.93892 -0.41683  0.301
H 0.42377 -1.80218 0.16665  0.216

Cartesian forces (eV/Å) of the 6 atoms listed first:
0.3 -0.1 -0.1
0.1 0.1 -0.1
2.0 -0.5 1.0
0.0 -0.6 0.8
1.5 0.8 -0.8
-0.8 1.0 0.9

=====

The following is a quantum chemistry calculation of C3H4N2 as an isolated structure, from the OMol25 dataset.

The value obtained for the total energy is -6150.335 eV. The highest occupied orbital energy comes out at -0.3345 Ha. The calculation puts the energy above the lowest of the compared OMol25 structures with the same formula, charge and spin at 537.1 kJ/mol. As for the spin multiplicity: 1. For the LUMO energy, the calculation gives -0.021 eV.

Each line ends with the Mulliken charge.
Cartesian coordinates (Å):
C 1.62211 -0.93956 0.12020  -0.066
C 0.08391 0.27111 0.15678  0.410
C -1.39044 0.31173 -0.02981  -0.882
N 2.22148 0.19832 -0.02707  -0.295
N 1.07413 1.08019 0.12767  -0.350
H 1.89262 -1.92478 -0.12250  0.327
H -2.03932 0.97508 0.47995  0.328
H -1.91281 -0.58045 0.38261  0.285
H -1.55168 0.60836 -1.08782  0.243

Cartesian forces (eV/Å) of the 6 atoms listed first:
-2.8 4.1 -0.6
3.1 -2.0 0.6
-0.1 -0.7 -0.5
-1.3 -1.5 0.8
-0.6 0.7 -0.4
0.8 -1.3 -0.1

=====

The following is a quantum chemistry calculation of C28H54ClCoOPSi as an isolated structure, from the OMol25 dataset.

The value obtained for the total energy is -99278.302 eV. The highest occupied orbital energy (alpha / beta) comes out at -0.1086 / -0.1679 Ha. As for the net charge: -1. As for the spin multiplicity: 5. For the LUMO energy (alpha / beta), the calculation gives 2.802 / 2.798 eV.

Each line ends with the Mulliken charge.
Cartesian coordinates (Å):
Co -0.03024 0.04725 0.22177  -0.272
Cl -2.01066 0.97139 0.00892  -0.571
P 0.02404 0.23736 -2.19505  -0.901
C -0.33409 1.17054 2.26168  -1.810
H 0.53669 1.78606 2.04263  0.115
H -1.28448 1.67248 2.44872  0.400
C 1.45175 -0.63806 -3.07184  0.461
C 0.10113 2.06129 -2.66247  0.143
C 2.78779 0.04408 -2.77544  0.712
H 1.44931 -1.61860 -2.56918  0.442
C 3.96919 -0.83058 -3.20449  -0.731
H 2.84203 0.99880 -3.31553  -0.226
H 2.85589 0.28932 -1.70719  -1.446
C 3.86959 -1.28198 -4.66737  -0.944
H 4.90490 -0.27503 -3.05987  0.432
H 4.01690 -1.71601 -2.55526  0.477
C 2.47651 -1.79124 -5.07145  -0.949
H 4.14341 -0.44122 -5.31884  0.353
H 4.60785 -2.06894 -4.86314  0.413
C 1.32553 -0.89406 -4.57941  -0.456
H 2.41668 -1.89050 -6.16513  0.427
H 2.33207 -2.79802 -4.65113  0.354
H 1.35093 0.06397 -5.12145  0.181
H 0.37076 -1.36967 -4.83897  0.073
C -1.57588 -0.40235 -2.97041  0.450
C 0.61924 2.41084 -4.06448  -0.496
H -0.96320 2.34737 -2.58926  1.130
C 0.39948 3.90524 -4.33483  -1.018
H 1.69430 2.18434 -4.12862  0.201
H 0.12416 1.82024 -4.84942  0.122
C 1.03678 4.80729 -3.27223  -0.773
H 0.79658 4.15616 -5.32504  0.403
H -0.68204 4.09616 -4.36910  0.383
C 0.72596 4.36999 -1.83722  -1.042
H 2.12481 4.81855 -3.41392  0.306
H 0.69000 5.83587 -3.42058  0.430
C 0.87825 2.86436 -1.61531  0.634
H 1.37382 4.90467 -1.13341  0.444
H -0.30784 4.64594 -1.59067  0.384
H 1.94264 2.58436 -1.65696  -0.015
H 0.52516 2.61075 -0.60618  -0.659
C -1.64232 -1.93070 -2.98027  -0.223
H -2.31266 -0.04266 -2.23200  0.828
C -3.01696 -2.42500 -3.44392  -0.877
H -0.87246 -2.34158 -3.64898  0.115
H -1.41637 -2.31250 -1.97660  -0.173
C -3.47538 -1.79608 -4.76569  -0.716
H -3.00305 -3.51524 -3.54642  0.416
H -3.75324 -2.18325 -2.66920  0.355
C -3.31589 -0.26867 -4.80430  -1.025
H -2.88799 -2.22567 -5.58794  0.306
H -4.52596 -2.04905 -4.96434  0.363
C -1.93744 0.20882 -4.33199  -0.398
H -3.49864 0.10235 -5.82152  0.394
H -4.07599 0.18792 -4.15566  0.393
H -1.17523 -0.07269 -5.07586  0.079
H -1.93645 1.30722 -4.28052  0.156
C 0.07735 -1.77585 0.01215  0.071
C -0.24772 -0.17246 2.56312  1.192
H 0.43954 -2.13284 -0.96857  0.274
C -1.45061 -0.87458 3.13422  -0.853
H 0.70224 -0.71358 2.64433  0.168
C -1.34179 -2.40594 3.15556  -0.929
H -1.61806 -0.52178 4.16768  0.307
H -2.33130 -0.54876 2.55851  0.273
C -1.33478 -3.00818 1.74661  -0.495
H -0.43516 -2.69786 3.70517  0.307
H -2.19121 -2.81862 3.71431  0.405
C 0.03213 -2.82692 1.02360  -0.737
H -1.53868 -4.08525 1.82200  0.381
H -2.13639 -2.56636 1.13766  0.267
H 0.85859 -2.69341 1.74958  0.121
H 0.23741 -3.78161 0.50031  0.389
C 4.16328 -0.77070 0.53957  -1.051
Si 3.13749 0.66666 1.16371  0.747
C 3.02684 0.46232 3.03628  -1.306
C 4.04239 2.30898 0.92610  -1.370
O 1.72553 0.73911 0.39337  0.372
H 5.10543 -0.78506 1.10667  0.489
H 4.42292 -0.71189 -0.52522  0.198
H 3.66205 -1.73546 0.70179  0.186
H 3.98095 0.75996 3.49943  0.448
H 2.23441 1.09119 3.46012  0.312
H 2.82705 -0.57242 3.34068  0.280
H 4.35065 2.46071 -0.11627  0.293
H 3.37508 3.13525 1.20360  0.285
H 4.93504 2.35850 1.56807  0.425

Cartesian forces (eV/Å) of the 6 atoms listed first:
0.0 1.8 0.5
-2.1 0.9 -0.5
0.4 0.1 -0.6
0.4 -1.4 1.7
-0.3 -0.2 0.0
0.3 -0.2 -0.4

=====

The following is a quantum chemistry calculation of a 2-piece molecular cluster, C11H24ClNO8P overall, from the OMol25 dataset.

The value obtained for the total energy is -51468.842 eV. The highest occupied orbital energy comes out at -0.2195 Ha. As for the net charge: -1. As for the spin multiplicity: 1. For the LUMO energy, the calculation gives 2.184 eV.

Each line ends with the Mulliken charge.
Cartesian coordinates (Å):
C 3.27010 0.17469 1.07109  -2.051
C 2.57757 0.79072 -0.14025  0.853
C 1.84215 2.07176 0.31102  -1.327
C 1.72921 -0.20513 -0.94819  -1.544
C 0.33613 -0.51482 -0.41100  1.912
C 0.42321 -1.59765 0.68221  -1.580
C -0.49886 -1.13282 -1.55150  -0.894
O -1.61306 -1.86374 -1.04100  -0.258
P -3.15439 -1.28593 -1.22910  -0.338
C -3.18875 0.46858 -1.81329  -1.138
C -2.71121 1.59113 -0.84877  0.035
C -2.08671 2.70052 -1.66987  -0.040
N -0.83886 2.49640 -2.37050  -0.621
O -2.64238 3.72207 -1.77997  -0.496
C -3.69811 -1.10300 0.56424  -0.499
O -4.72546 -0.14500 0.71355  -0.211
O -4.28248 0.69187 1.75935  -0.388
H 4.02829 0.83571 1.47404  0.450
H 3.70622 -0.79248 0.86493  0.371
H 2.53862 0.04157 1.85471  0.509
H 3.36937 1.12177 -0.80440  0.427
H 2.37678 2.94166 -0.05122  0.321
H 0.82834 2.16805 -0.05330  0.256
H 1.86284 2.16159 1.38589  0.402
H 2.28505 -1.13332 -0.99926  0.455
H 1.62367 0.19728 -1.96053  0.377
H -0.15968 0.33350 0.04686  -0.299
H 1.28583 -1.46877 1.32052  0.433
H 0.51419 -2.57875 0.24418  0.394
H -0.45003 -1.54915 1.31497  0.117
H -0.74140 -0.41447 -2.33310  0.266
H 0.16931 -1.85760 -2.00339  0.493
H -4.22460 0.66553 -2.04103  0.447
H -2.65149 0.55187 -2.74935  0.765
H -3.56868 2.04571 -0.38900  0.281
H -2.06662 1.24570 -0.04875  0.565
H -1.01520 1.83210 -3.12138  0.399
H -0.20604 1.99370 -1.74686  0.078
H -4.09652 -2.07240 0.85080  0.422
H -2.85771 -0.91392 1.21619  0.339
H -4.77573 1.51649 1.63715  0.310
O 4.53825 -3.70279 4.01644  -0.705
Cl 4.29921 -2.74799 2.96123  1.664
O 5.20995 -2.99421 1.86439  -0.671
O 4.50481 -1.40750 3.46417  -0.651
O 2.93488 -2.87853 2.48712  -0.631

Cartesian forces (eV/Å) of the 6 atoms listed first:
-0.5 0.0 -0.1
0.1 0.3 0.3
0.6 0.0 -0.5
-0.3 0.9 0.2
0.0 -1.4 0.2
0.2 0.7 0.1

=====

The following is a quantum chemistry calculation of C31H53BrNO3P3Re as an isolated structure, from the OMol25 dataset.

The value obtained for the total energy is -140630.041 eV. The highest occupied orbital energy (alpha / beta) comes out at -0.6852 / -0.6912 Ha. As for the net charge: +4. The calculation puts the energy above the lowest of the compared OMol25 structures with the same formula, charge and spin at 383.3 kJ/mol. As for the spin multiplicity: 4. For the LUMO energy (alpha / beta), the calculation gives -14.623 / -14.516 eV.

Each line ends with the Mulliken charge.
Cartesian coordinates (Å):
C 2.78543 -2.38291 -2.02637  -0.715
C 2.87330 -0.98005 -1.93866  2.125
C 3.88332 -0.32469 -2.66710  -0.227
C 4.73694 -1.09974 -3.46736  -0.952
N 4.60493 -2.42297 -3.58190  -0.453
C 3.65624 -3.05598 -2.89155  -0.724
C 1.96758 -0.23583 -1.08326  0.475
C 0.81367 -0.76473 -0.37019  -0.235
C -0.07123 -1.85996 -0.34806  0.236
C -0.64599 -2.58407 -1.44476  -0.454
C -1.88825 -3.14811 -1.26234  -1.226
C -2.78968 -2.58077 -0.18780  1.420
C -1.94018 -2.46873 1.05145  -1.310
C -0.67144 -2.04541 0.91598  -0.877
Re 1.17774 0.96224 0.02058  0.127
P -0.18635 2.10720 -1.56500  1.114
H 4.01609 0.75532 -2.61210  0.542
H 2.08337 -2.96736 -1.43562  0.725
H 5.53776 -0.60510 -4.02594  0.416
H 3.57823 -4.14066 -3.01976  0.417
H -0.07165 -1.84265 1.79748  0.913
H -0.14697 -2.65105 -2.41437  0.616
H -2.37948 -2.70182 2.03550  0.465
H -2.35134 -3.84657 -1.96081  0.548
C -1.33616 3.38005 -0.89425  -0.473
C -0.99233 4.82815 -1.22052  -1.330
H -1.31906 3.22486 0.19535  0.036
H -2.35169 3.12941 -1.23074  0.619
H -1.71144 5.48463 -0.71627  0.435
H 0.00794 5.09844 -0.86205  0.287
H -1.05088 5.03823 -2.29474  0.359
C 0.77327 2.88666 -2.93291  -0.894
C 1.42446 1.88672 -3.88570  -1.371
H 1.54382 3.50904 -2.45237  0.527
H 0.10691 3.57133 -3.47816  0.538
H 2.13147 2.41435 -4.53911  0.469
H 1.98832 1.11445 -3.34553  0.180
H 0.68905 1.38108 -4.52489  0.291
C -1.32052 0.96212 -2.45651  0.257
C -2.27611 1.60323 -3.46299  -1.260
H -1.90571 0.44493 -1.67814  -1.064
H -0.71864 0.17478 -2.93626  0.486
H -2.90401 0.82268 -3.91259  0.457
H -2.94885 2.32988 -2.99283  0.348
H -1.73666 2.10266 -4.27704  0.362
Br -3.59713 -1.11600 -0.87301  0.349
P 2.97293 1.58962 0.88238  0.961
C 3.24376 3.40943 0.53011  -0.335
C 2.78608 4.39099 1.60777  -1.504
H 2.67561 3.60240 -0.39857  0.050
H 4.30529 3.55156 0.27885  0.640
H 2.48280 5.33129 1.12821  0.444
H 1.92573 4.01807 2.17684  0.311
H 3.58896 4.64460 2.31179  0.408
C 2.97100 1.38736 2.72937  -0.505
C 4.00788 2.07871 3.61509  -1.251
H 3.03859 0.29815 2.87754  0.500
H 1.95941 1.67251 3.06236  0.254
H 3.59547 2.18061 4.62656  0.385
H 4.92166 1.48660 3.71219  0.318
H 4.27366 3.08165 3.27582  0.209
C 4.64516 0.97059 0.36983  -0.532
C 5.85879 1.38566 1.19791  -1.425
H 4.76831 1.30439 -0.67254  0.336
H 4.55100 -0.12514 0.33556  0.523
H 6.76027 1.21632 0.59872  0.434
H 5.84723 2.44557 1.47479  0.322
H 5.95604 0.77455 2.09937  0.339
C -5.21993 -7.16815 0.35265  -1.299
C -4.54593 -6.08098 -0.43067  -0.099
O -5.02643 -4.73192 0.07077  -0.187
P -4.16768 -3.51716 0.56892  0.265
O -4.89411 -2.61122 1.65835  -0.037
C -5.27575 -2.91785 3.12031  -0.126
C -5.79209 -1.64652 3.72232  -1.095
O -0.18772 1.68775 1.47107  -0.677
C -0.97190 0.84646 2.25858  0.347
C -1.71363 1.66136 3.32058  -1.531
H -4.82670 -7.22037 1.37434  0.351
H -5.01104 -8.12861 -0.12467  0.399
H -6.30842 -7.04638 0.37130  0.368
H -3.45449 -6.10233 -0.32259  0.384
H -4.86624 -6.09099 -1.47361  0.336
H -6.03599 -3.70287 3.06317  0.344
H -4.35981 -3.26554 3.60507  0.371
H -6.74382 -1.36257 3.26461  0.347
H -5.97713 -1.78931 4.79149  0.397
H -5.07436 -0.82263 3.63045  0.266
H -1.70481 0.28884 1.64408  0.013
H -0.35601 0.07298 2.75973  0.282
H -1.01161 2.27100 3.89206  0.352
H -2.23073 0.98013 4.00134  0.412
H -2.44741 2.31412 2.84362  0.361

Cartesian forces (eV/Å) of the 6 atoms listed first:
0.2 -0.1 -0.5
0.2 0.1 0.0
0.2 -0.4 -0.1
-0.4 0.3 0.3
0.0 0.2 0.0
-0.2 0.3 0.3

=====

The following is a quantum chemistry calculation of an isolated molecule of C2H4O2, from the OMol25 dataset.

Its structure (SMILES) is CC(=O)O. The value obtained for the total energy is -6232.380 eV. The highest occupied orbital energy comes out at -0.3828 Ha. The calculation puts the energy above the lowest of the compared OMol25 structures with the same formula, charge and spin at 186.0 kJ/mol. As for the spin multiplicity: 1. For the LUMO energy, the calculation gives 0.514 eV.

Each line ends with the Mulliken charge.
Cartesian coordinates (Å):
C -0.82887 0.56762 -0.04797  -0.801
C 0.64314 0.14024 -0.06940  0.624
H -1.13808 -0.20614 0.83893  0.213
H -1.10993 0.33916 -1.00532  0.342
H -0.87593 1.62388 0.42642  0.266
H 1.31013 -1.84033 -0.31646  0.347
O 0.44366 -1.12822 -0.40245  -0.487
O 1.55588 0.50378 0.57625  -0.504

Cartesian forces (eV/Å) of the 6 atoms listed first:
1.9 1.5 5.5
-2.6 -1.5 2.4
0.0 2.0 -2.6
-2.0 -0.1 -2.0
-0.4 -1.6 -1.5
-3.2 3.5 -0.2

=====

no.,largest force on an atom (eV/A)
1,2.4
2,5.0
3,2.4
4,3.4
5,12.4
6,7.1